22
Properties=species:S:1:pos:R:3:nbo_charge:R:1 method="wB97M-V/def2-TZVPD" orbital_gap_ev=7.915 lumo_ev=-4.25 charge=+1 e_above_lowest_kj_mol=0.0 homo_ev=-12.166
C -0.806 -0.790 -3.482 -0.64
C -0.371 -0.698 -2.047 0.04
C 0.366 -1.725 -1.450 -0.19
C 0.737 -1.668 -0.117 -0.13
C 0.393 -0.554 0.644 -0.17
C -0.344 0.487 0.057 -0.06
C -0.728 0.407 -1.272 -0.17
C -0.729 1.674 0.863 0.50
O -1.548 2.491 0.516 -0.47
C -0.056 1.835 2.193 -0.21
C 0.639 0.839 2.739 -0.24
C 0.783 -0.487 2.069 0.52
O 1.203 -1.425 2.712 -0.50
H -1.860 -1.074 -3.523 0.24
H -0.712 0.170 -3.986 0.23
H -0.241 -1.549 -4.018 0.23
H 0.654 -2.587 -2.038 0.23
H 1.293 -2.472 0.346 0.24
H -1.308 1.215 -1.701 0.24
H -0.220 2.796 2.671 0.22
H 1.108 0.931 3.702 0.12
K 1.748 2.182 5.123 1.00